# 1
ORCA calculation (the ωB97M-V functional and the def2-TZVPD basis) on 10 unconnected molecules or ions with the total composition C19H46O16 in a non-equilibrium geometry.

Element x y z (Å)
C (0.12255, -3.47792, -1.34701)
O (0.95650, -3.97460, -0.32509)
H (-0.58774, -4.20215, -1.76770)
H (-0.52351, -2.68252, -0.94794)
H (0.65210, -3.08336, -2.21134)
H (0.42628, -4.11763, 0.46024)
C (0.48135, -2.77203, 5.38689)
O (0.28913, -2.86510, 3.97044)
H (0.02697, -1.84817, 5.76281)
H (0.02020, -3.61265, 5.90439)
H (1.54456, -2.66205, 5.59294)
H (-0.57526, -2.46579, 3.79022)
C (1.40358, 4.36388, -4.22824)
O (1.25154, 5.16038, -5.39922)
H (1.25475, 4.87220, -3.27242)
H (0.57112, 3.64818, -4.15340)
H (2.29430, 3.74933, -4.29046)
H (0.38268, 4.96013, -5.74974)
C (-1.75310, 0.08890, 4.35973)
O (-2.10529, -1.20863, 3.88109)
H (-1.68479, 0.12807, 5.45491)
H (-0.76092, 0.28204, 3.95300)
H (-2.44034, 0.90455, 4.11804)
H (-3.02037, -1.36444, 4.14588)
C (5.17067, -1.88859, -2.91624)
O (4.31942, -1.06470, -2.13114)
H (5.84576, -2.42716, -2.24287)
H (4.63783, -2.57701, -3.57263)
H (5.81925, -1.25601, -3.52032)
H (3.82031, -1.62604, -1.53228)
C (3.04708, -1.07121, 3.44808)
O (3.06139, -2.46587, 3.20620)
H (2.32154, -0.71815, 4.18200)
H (4.04668, -0.77399, 3.78203)
H (2.95636, -0.50658, 2.51478)
H (2.14310, -2.75267, 3.35042)
C (4.57099, 2.34478, -3.27665)
O (4.64468, 2.97632, -4.55546)
H (5.11345, 1.39457, -3.23891)
H (4.94744, 2.99760, -2.49618)
H (3.53203, 2.06692, -3.07142)
H (4.21500, 2.36782, -5.16357)
C (-4.52792, -0.91582, 1.97102)
C (-3.48004, -1.44536, 1.01629)
C (-3.52315, -2.96877, 0.84147)
O (-3.46079, -3.13943, -0.56252)
C (-3.71575, -1.97961, -1.19737)
O (-3.92977, -1.91756, -2.36344)
O (-3.81930, -0.97473, -0.30968)
H (-5.56812, -0.95958, 1.65192)
H (-4.33821, 0.09285, 2.34159)
H (-4.48523, -1.53221, 2.88126)
H (-2.51216, -1.10775, 1.39272)
H (-4.50013, -3.31416, 1.19612)
H (-2.74716, -3.53518, 1.34760)
C (0.19043, -0.33414, 1.28098)
C (1.16939, 0.64542, 0.64468)
C (1.37681, 0.45361, -0.84718)
O (1.43123, 1.77982, -1.38673)
C (0.81310, 2.59847, -0.48937)
O (0.68216, 3.77533, -0.62273)
O (0.51395, 1.93937, 0.64229)
H (-0.02681, -1.20106, 0.65621)
H (-0.77079, 0.15766, 1.44431)
H (0.49118, -0.62621, 2.28805)
H (2.09477, 0.78042, 1.20389)
H (0.56496, -0.13397, -1.28489)
H (2.30423, -0.04725, -1.12342)
C (-3.01108, 2.26452, 0.20220)
C (-2.94070, 2.17632, -1.30384)
C (-2.54086, 3.43155, -2.12838)
O (-1.63489, 2.91386, -3.08956)
C (-1.39525, 1.60264, -2.88773)
O (-0.69964, 0.94043, -3.58096)
O (-1.95549, 1.24801, -1.72124)
H (-3.56640, 3.08208, 0.65790)
H (-1.99461, 2.22480, 0.60115)
H (-3.51278, 1.37147, 0.57681)
H (-3.89937, 1.80997, -1.68855)
H (-2.12383, 4.16379, -1.43428)
H (-3.39129, 3.83975, -2.67053)

Strongest force on any atom = 1.882 eV/A
Frontier orbital gap = 9.2 eV
E_LUMO = -0.250 eV
Energy relative to the best compared isomer or geometry (same formula, charge and spin) = 64.6 kJ/mol
SMILES = C[C@H]1COC(=O)O1.C[C@H]1COC(=O)O1.C[C@H]1COC(=O)O1.CO.CO.CO.CO.CO.CO.CO
Electronic energy = -1955.28830 Ha

Here are the Mulliken charges for atoms 1 to 6, given in e: number 1, C, carries -0.08; number 2, O, carries -0.48; number 3, H, carries 0.30; number 4, H, carries -0.32; number 5, H, carries 0.30; number 6, H, carries 0.28

---

# 2
ORCA calculation (the ωB97M-V functional and the def2-TZVPD basis) on 4 unconnected molecules or ions with the total composition C19H46O9S.

Element x y z (Å)
C (5.13135, 0.17164, 5.84164)
C (4.84120, 0.56815, 4.39574)
C (3.64009, -0.18047, 3.82816)
O (2.88680, 0.56001, 2.88382)
C (3.56847, 0.89684, 1.70074)
C (3.71922, -0.28162, 0.74747)
O (4.93691, -0.16657, 0.02148)
C (5.89685, -1.12422, 0.37372)
S (7.29455, -0.80912, -0.73681)
O (2.82177, 1.85816, 1.04237)
C (2.74027, 3.09302, 1.73696)
H (5.94100, 0.78138, 6.24161)
H (4.25633, 0.33764, 6.47036)
H (5.42669, -0.87445, 5.91766)
H (5.73681, 0.37360, 3.80151)
H (4.64864, 1.64179, 4.34692)
H (3.95666, -1.13716, 3.39640)
H (2.94188, -0.41480, 4.63087)
H (4.56401, 1.30360, 1.92934)
H (3.68573, -1.22796, 1.28739)
H (2.89833, -0.24351, 0.03276)
H (6.21805, -0.99527, 1.41085)
H (5.52714, -2.13888, 0.21670)
H (7.81016, -2.03597, -0.66541)
H (2.39818, 3.83404, 1.01971)
H (3.72208, 3.38878, 2.11335)
H (2.03185, 3.03227, 2.56205)
C (-1.73436, -2.47053, 1.02871)
O (-1.03489, -2.18454, -0.16731)
C (-1.73179, -1.30817, -1.03941)
C (-1.26111, 0.12304, -0.91521)
O (-1.50794, 0.67360, 0.36870)
C (-0.37429, 0.63874, 1.22191)
H (-1.03095, -2.94226, 1.71309)
H (-2.12553, -1.56248, 1.49407)
H (-2.56333, -3.16206, 0.84128)
H (-2.80981, -1.37133, -0.85859)
H (-1.53901, -1.64669, -2.06190)
H (-1.80115, 0.73229, -1.64596)
H (-0.19373, 0.18606, -1.15188)
H (0.34831, 1.40997, 0.94432)
H (0.12061, -0.33462, 1.19378)
H (-0.72107, 0.82632, 2.23764)
C (-7.24554, 0.37918, 0.40613)
O (-6.08656, -0.18381, 0.98880)
C (-4.90430, 0.56370, 0.74777)
C (-4.52981, 1.45636, 1.90788)
O (-5.49976, 2.46206, 2.15489)
C (-6.39626, 2.14612, 3.20142)
H (-8.10732, -0.12054, 0.84594)
H (-7.31647, 1.45117, 0.60336)
H (-7.25778, 0.21376, -0.67725)
H (-5.01053, 1.16216, -0.16333)
H (-4.09030, -0.14793, 0.59167)
H (-3.58659, 1.95312, 1.66720)
H (-4.37428, 0.84998, 2.80701)
H (-5.91175, 2.25907, 4.17790)
H (-6.78091, 1.12752, 3.11054)
H (-7.22849, 2.84582, 3.14072)
C (-2.16367, -1.35540, -5.43399)
O (-1.09225, -0.74389, -4.73763)
C (0.07669, -1.54675, -4.68019)
C (1.09607, -1.14192, -5.72162)
O (0.62475, -1.33633, -7.04269)
C (0.13729, -0.15793, -7.65668)
H (-2.88370, -0.57481, -5.67451)
H (-1.82546, -1.82570, -6.35934)
H (-2.65618, -2.10833, -4.80819)
H (-0.18193, -2.60421, -4.79465)
H (0.51935, -1.41154, -3.68816)
H (1.98836, -1.76275, -5.59694)
H (1.38793, -0.09783, -5.56902)
H (0.96400, 0.49272, -7.96171)
H (-0.52806, 0.39793, -6.99229)
H (-0.41751, -0.45933, -8.54357)

Strongest force on any atom = 0.260 eV/A
Frontier orbital gap = 9.6 eV
E_LUMO = 0.630 eV
Energy relative to the best compared isomer or geometry (same formula, charge and spin) = 342.9 kJ/mol
SMILES = CCCO[C@@H](COCS)OC.COCCOC.COCCOC.COCCOC
Electronic energy = -1826.67966 Ha

Here are the Mulliken charges for atoms 1 to 6, given in e: number 1, C, carries -1.44; number 2, C, carries -0.12; number 3, C, carries -0.58; number 4, O, carries -0.38; number 5, C, carries 0.45; number 6, C, carries -0.77

---

# 3
ORCA calculation (the ωB97M-V functional and the def2-TZVPD basis) on a molecular structure, C19H47BaBr3O13P3 in a non-equilibrium geometry.

Element x y z (Å)
Ba (-3.20975, 1.17609, 2.08950)
O (-2.48603, 1.57027, -0.31057)
H (-1.92504, 2.10610, -0.85919)
C (-3.03290, 0.82880, -3.56716)
Br (-4.94926, 0.80023, -3.95215)
Br (-2.30901, 2.63449, -3.75668)
Br (-2.08155, -0.43409, -4.75373)
H (-2.85853, 0.50820, -2.54692)
C (0.09832, 5.36822, 0.56858)
C (-0.22964, 3.86821, 0.43384)
O (0.79623, 3.06885, 1.00501)
P (0.64774, 2.34220, 2.40883)
O (-0.70404, 1.80282, 2.68755)
O (1.03051, 3.43236, 3.49690)
C (2.38829, 3.80214, 3.86596)
C (3.12288, 4.55687, 2.76197)
O (1.83900, 1.30408, 2.33001)
C (1.91726, 0.14848, 3.20101)
C (1.92792, 0.49164, 4.68110)
H (1.09639, 5.53932, 0.16831)
H (-0.65419, 5.97354, 0.07197)
H (0.15004, 5.58752, 1.63525)
H (-1.24702, 3.71344, 0.79674)
H (-0.31118, 3.63743, -0.62926)
H (2.34401, 4.45690, 4.72849)
H (2.90541, 2.85275, 3.99613)
H (3.61774, 3.95023, 2.00283)
H (2.55098, 5.39034, 2.37686)
H (4.02176, 4.95800, 3.25394)
H (1.11610, -0.54740, 2.94236)
H (2.80367, -0.39594, 2.87671)
H (1.96861, -0.43736, 5.25179)
H (2.84390, 0.99612, 4.98753)
H (1.04763, 1.08658, 4.91634)
C (-3.98959, -4.39274, 4.23806)
C (-4.48202, -3.19442, 3.47349)
O (-4.55831, -3.53211, 2.07574)
P (-4.47175, -2.44917, 0.92507)
O (-4.62317, -1.02374, 1.34204)
O (-3.09865, -2.77079, 0.21606)
C (-2.77229, -2.00665, -0.97982)
C (-1.83594, -2.78938, -1.84822)
O (-5.59837, -2.93812, -0.06472)
C (-5.48217, -4.14313, -0.81924)
C (-6.45416, -5.17936, -0.24349)
H (-4.66998, -5.23991, 4.18232)
H (-3.06156, -4.70174, 3.75196)
H (-3.81364, -4.11826, 5.27632)
H (-5.43763, -2.82277, 3.85774)
H (-3.82470, -2.32417, 3.58739)
H (-3.70474, -1.92333, -1.55623)
H (-2.44626, -1.00810, -0.68242)
H (-0.86738, -2.97896, -1.37278)
H (-2.16720, -3.78764, -2.14188)
H (-1.62449, -2.27586, -2.78631)
H (-5.82991, -4.00621, -1.85026)
H (-4.46496, -4.50454, -0.95305)
H (-5.96329, -5.62760, 0.62546)
H (-7.33104, -4.65255, 0.13326)
H (-6.82371, -5.96839, -0.89242)
C (5.73661, -0.12524, -5.67345)
C (4.80472, 0.73525, -4.82175)
O (5.01485, 0.46983, -3.42259)
P (4.03819, -0.61916, -2.74233)
O (4.18097, -1.96995, -3.31232)
O (4.37999, -0.46973, -1.19420)
C (4.01853, 0.75254, -0.52212)
C (5.18400, 1.07876, 0.43837)
O (2.58547, 0.02677, -2.88222)
C (1.46143, -0.81844, -2.61367)
C (0.40755, 0.03399, -1.92759)
H (5.60179, -1.19429, -5.52685)
H (5.51345, 0.09421, -6.72334)
H (6.77823, 0.16327, -5.54041)
H (5.15837, 1.75716, -4.96004)
H (3.77457, 0.62913, -5.15657)
H (3.94895, 1.62184, -1.17287)
H (3.09212, 0.59222, 0.02240)
H (6.05192, 1.12106, -0.22160)
H (5.00880, 2.10384, 0.77548)
H (5.37930, 0.38355, 1.24798)
H (1.07743, -1.27188, -3.52979)
H (1.68966, -1.67402, -1.97209)
H (0.78311, 0.51788, -1.02443)
H (-0.03858, 0.85956, -2.49094)
H (-0.47079, -0.57594, -1.70696)

Strongest force on any atom = 2.566 eV/A
Frontier orbital gap = 8.4 eV
E_LUMO = -3.342 eV
Net charge = +1
Electronic energy = -10502.04122 Ha

Here are the Mulliken charges for atoms 1 to 6, given in e: number 1, Ba, carries 1.84; number 2, O, carries -0.68; number 3, H, carries -0.17; number 4, C, carries 0.79; number 5, Br, carries -0.06; number 6, Br, carries -0.07

---

# 4
ORCA calculation (the ωB97M-V functional and the def2-TZVPD basis) on 8 unconnected molecules or ions with the total composition C19H47N14O12 in a non-equilibrium geometry.

Element x y z (Å)
C (0.55906, -2.51613, 0.61199)
C (0.53631, -2.81461, -0.98507)
C (1.88778, -2.76622, -1.86125)
C (-0.66169, -3.12689, -1.68327)
C (-2.10955, -3.28999, -0.97687)
C (-3.16163, -2.54426, -1.93488)
C (-4.36617, -1.80300, -1.18122)
C (-5.29782, -0.98804, -2.24560)
C (-3.93769, -0.92622, 0.09308)
C (-2.65079, 0.00229, -0.12117)
O (-2.94938, 1.40479, -0.42357)
C (-2.30044, 1.65422, -1.67141)
O (-2.99928, 1.49686, -2.71174)
O (-0.96496, 2.11393, -1.81885)
C (-0.07141, 1.06673, -2.28134)
O (1.10732, 0.97599, -1.77120)
O (-0.40945, 0.11916, -3.24015)
H (1.61937, -2.76797, 0.98696)
H (-0.23190, -3.18184, 1.10721)
H (0.32166, -1.39857, 0.71875)
H (1.78462, -2.10823, -2.80452)
H (2.23590, -3.79308, -2.22367)
H (2.68064, -2.27831, -1.18052)
H (-0.64013, -3.29454, -2.82246)
H (-2.39585, -4.40289, -0.94295)
H (-2.04698, -2.88417, 0.08669)
H (-3.62411, -3.26648, -2.71167)
H (-2.58512, -1.75111, -2.54118)
H (-5.06297, -2.64008, -0.77773)
H (-5.88207, -1.81754, -2.81091)
H (-4.68236, -0.44755, -3.04330)
H (-6.08833, -0.34315, -1.73418)
H (-3.86053, -1.62169, 1.01517)
H (-4.82235, -0.21473, 0.31648)
H (-1.90065, -0.37542, -0.89667)
H (-2.08152, 0.00770, 0.88997)
C (5.27198, -3.01490, -0.00670)
O (4.07217, -3.13495, 0.18853)
N (6.12975, -4.06853, 0.03348)
N (5.85168, -1.82356, -0.28059)
H (7.11836, -3.99104, -0.12398)
H (5.73593, -4.97398, 0.23440)
H (5.24776, -1.01817, -0.31978)
H (6.83494, -1.70248, -0.44371)
C (-4.92377, 2.53831, 2.37481)
O (-5.11395, 1.33941, 2.53801)
N (-4.79699, 3.09962, 1.14893)
N (-4.82274, 3.41141, 3.40573)
H (-4.64089, 4.07973, 0.99723)
H (-4.86440, 2.48581, 0.35224)
H (-4.91056, 3.03629, 4.33548)
H (-4.66600, 4.39887, 3.28793)
C (-2.99991, 6.85165, 2.28314)
O (-3.59539, 6.08028, 3.02492)
N (-1.68139, 6.71882, 2.00086)
N (-3.60582, 7.90140, 1.68140)
H (-1.17409, 7.33828, 1.39598)
H (-1.19532, 5.94769, 2.42995)
H (-4.58707, 8.03439, 1.86608)
H (-3.13536, 8.54349, 1.07067)
C (7.85394, 0.57051, 1.22658)
O (7.84256, -0.00928, 0.15087)
N (8.54136, 0.10765, 2.29953)
N (7.18026, 1.72580, 1.43982)
H (8.56313, 0.56844, 3.19084)
H (9.05515, -0.75004, 2.18013)
H (6.65640, 2.10156, 0.66541)
H (7.17608, 2.21733, 2.31475)
C (-4.94514, 11.46876, 0.81123)
O (-5.13640, 10.27452, 0.98234)
N (-4.82193, 12.01994, -0.42114)
N (-4.83965, 12.34669, 1.83875)
H (-4.66471, 12.99788, -0.58329)
H (-4.89480, 11.39896, -1.21091)
H (-4.92586, 11.97465, 2.77079)
H (-4.68278, 13.33084, 1.71966)
C (-0.36331, -6.72010, 1.22160)
O (-1.07899, -6.33949, 0.31106)
N (-0.57996, -7.88501, 1.88710)
N (0.71147, -6.01363, 1.64875)
H (-0.00270, -8.21544, 2.63857)
H (-1.36989, -8.43810, 1.59794)
H (0.90531, -5.14196, 1.17807)
H (1.31350, -6.30816, 2.39558)
C (7.21449, -6.97885, -2.31314)
O (7.71642, -7.27256, -1.23713)
N (6.96920, -7.89732, -3.28073)
N (6.85987, -5.71179, -2.63160)
H (6.55813, -7.67702, -4.16951)
H (7.21920, -8.85192, -3.08099)
H (7.02652, -5.00026, -1.93682)
H (6.44668, -5.44942, -3.50816)

Strongest force on any atom = 8.321 eV/A
Frontier orbital gap = 5.6 eV
E_LUMO = 1.437 eV
Net charge = -1
Electronic energy = -2421.82980 Ha

Here are the Mulliken charges for atoms 1 to 6, given in e: number 1, C, carries -1.38; number 2, C, carries 1.04; number 3, C, carries -0.79; number 4, C, carries -0.70; number 5, C, carries -0.18; number 6, C, carries -1.09